No. 1
79
Properties=species:S:1:pos:R:3 method="wB97M-V/def2-TZVPD" e_homo_ev=-3.95 charge=-1 orbital_gap_ev=6.62
C 1.84 -1.34 -3.48
H 4.79 -1.30 -0.91
N 0.45 -0.67 0.56
O -2.72 3.07 3.94
C -2.80 2.41 2.91
C 0.27 3.75 -0.89
C 3.39 -2.56 -1.96
O -1.84 2.33 2.06
H -3.02 -1.44 1.95
H -0.04 -2.17 -1.67
C -0.39 -1.68 3.97
H -2.90 -0.77 -0.89
H -0.98 0.00 5.17
H 4.32 -0.23 -3.11
C -1.63 2.22 -1.81
H 1.23 -5.47 2.30
C -3.91 0.14 2.95
H 1.47 1.11 -1.09
C 2.81 -1.00 -0.10
C -0.24 -0.96 2.80
C -4.09 1.63 2.65
H 1.63 -3.17 1.04
H 4.07 -2.75 -2.79
H -4.50 -0.27 -2.67
H 1.68 3.86 -4.52
H 2.64 -4.71 3.02
C 2.19 -0.03 -2.77
C 0.99 -2.26 -1.31
C 0.88 -3.46 2.99
C 1.02 -2.73 1.82
H -2.18 -1.28 5.10
H -0.37 2.61 -4.00
C -3.73 0.45 -2.41
H -0.74 -1.50 6.08
C -2.59 2.50 -2.80
H -1.11 3.51 0.65
H 1.97 4.96 -0.39
C 3.63 -0.09 -2.27
Pt -1.02 0.73 0.73
H 1.33 -5.29 4.05
H -2.48 3.42 -3.36
H 3.03 -0.05 0.40
C 0.14 3.15 -3.21
H 0.05 -3.53 4.97
C 3.76 -1.24 -1.27
H 2.96 -1.79 0.65
H -4.87 -0.32 3.24
C 1.25 0.17 -1.59
H 3.49 -3.39 -1.25
H 0.32 4.30 1.08
N -0.15 3.72 0.40
H 2.51 -1.51 -4.33
H -4.87 2.04 3.29
C 1.97 4.49 -2.48
C 1.34 -0.96 -0.56
H 2.89 5.02 -2.67
H -0.59 0.08 2.81
C -2.84 0.18 -1.39
C 0.42 -1.47 1.65
H 1.69 -3.43 -2.97
C 1.55 -4.81 3.10
H -4.39 1.73 1.60
N -3.30 -0.48 1.79
C -0.40 3.07 -1.93
C 1.95 -2.49 -2.48
C 1.46 4.45 -1.20
H 1.02 -3.13 -0.66
C -1.11 -1.08 5.14
H 3.88 0.85 -1.79
C 1.30 3.84 -3.51
H -4.36 1.92 -3.86
C -1.83 1.08 -0.99
C 0.16 -2.96 4.06
H 2.07 0.81 -3.46
H 0.82 -1.28 -3.87
C -3.64 1.66 -3.09
H -3.95 -0.45 1.02
H -3.24 0.01 3.80
H 0.22 0.23 -1.95



No. 2
63
Properties=species:S:1:pos:R:3 method="wB97M-V/def2-TZVPD" e_homo_ev="-13.93 / -14.73" charge=+2 spin_multiplicity=5 orbital_gap_ev="8.51 / 5.83"
Cl 2.85 -0.78 1.64
C 1.95 2.50 0.08
H -2.63 -0.06 -2.51
O 1.04 -2.59 3.06
H 1.57 -0.98 -2.97
H -2.16 0.69 1.01
H -2.69 2.07 -2.47
H 2.39 0.82 -2.91
H 1.51 3.45 0.35
H -1.08 1.50 -3.95
C -3.78 -2.97 1.58
H -0.56 2.62 1.28
C -2.19 2.75 -1.79
C 2.58 1.11 -1.88
Os 0.51 -1.24 1.49
C 0.58 -1.27 -2.64
C -2.42 -2.41 1.56
C 1.47 2.00 -1.30
H -1.89 -1.28 -1.45
H 0.61 1.02 -4.16
H 2.76 0.21 -1.28
N -1.37 -1.96 1.53
H -4.77 -1.44 0.40
H -0.44 3.85 0.01
H -2.95 3.43 -1.39
H 4.06 -4.23 5.93
C -0.43 -0.11 -2.59
C -1.81 -0.76 -2.41
P -0.08 0.98 -1.10
C 3.29 -1.85 2.97
H -1.48 3.36 -2.36
H 0.67 -1.79 -1.69
C 1.26 3.20 -2.24
C 4.82 -2.81 4.50
H -1.92 -1.50 -3.20
H -3.83 -3.73 0.80
Cl 6.40 -2.91 5.07
H -3.91 -3.49 2.53
C 2.54 -3.51 4.64
H 2.22 3.72 -2.32
C -2.58 1.17 0.13
H 0.20 -1.99 -3.37
C -1.07 3.08 0.43
C -4.85 -1.89 1.39
H -5.83 -2.34 1.48
H 3.03 2.65 0.02
C -1.54 2.03 -0.60
H -1.97 3.57 0.82
H -0.68 -0.03 -4.71
H -4.76 -1.11 2.14
C 4.56 -1.92 3.42
N 0.19 -0.06 0.14
C 2.21 -2.64 3.52
H 5.36 -1.33 2.99
H 3.50 1.70 -1.88
H 0.97 2.91 -3.24
C 3.82 -3.58 5.10
H -3.38 1.84 0.46
H 1.75 1.80 0.89
Cl 1.29 -4.41 5.32
H -3.04 0.41 -0.50
H 0.54 3.92 -1.86
C -0.39 0.66 -3.92



No. 3
139
Properties=species:S:1:pos:R:3 method="wB97M-V/def2-TZVPD" e_homo_ev=-8.03 orbital_gap_ev=8.30
C -5.40 -7.37 3.96
H 5.43 7.73 1.64
H -3.93 -6.45 5.26
H 1.02 6.59 -1.28
H 5.58 6.00 4.15
H 0.79 7.71 0.06
C 3.99 -0.25 -1.79
H -5.64 -0.61 -1.38
C 3.98 1.25 -5.37
H 7.99 8.68 3.06
H -4.85 2.09 -0.11
H -4.54 -9.27 3.40
C -3.62 0.16 -1.53
H 7.92 3.12 -4.31
S -2.41 -2.30 0.18
C -4.52 1.28 0.56
C 4.88 1.53 -6.56
H -0.36 0.40 -2.87
H 3.47 0.01 -2.71
H 1.12 4.06 -0.77
C -3.82 0.15 0.02
H -8.85 -6.85 4.16
H 4.76 0.52 -1.64
H -2.73 -9.86 1.36
C 0.97 -1.01 -1.91
C 0.90 5.64 0.66
C -7.87 -7.34 3.98
C 3.66 7.69 2.85
H -5.61 -9.03 0.84
C 4.68 -1.60 -1.95
H 4.39 1.66 -4.44
H -4.46 0.33 3.86
H -4.38 -1.90 -3.09
Cl -4.05 -3.91 5.27
H 3.00 1.70 -5.53
O -3.21 -7.38 1.53
H 9.12 2.88 -6.48
C -3.59 -0.88 2.25
H 3.04 7.90 1.96
C -2.87 -4.98 0.95
H 6.42 3.43 -5.15
C 0.58 4.23 0.16
H 1.24 -1.04 0.22
C 0.28 0.35 -1.99
H 1.98 5.71 0.85
O -4.88 -9.48 -1.01
H -3.49 -11.03 0.22
H 5.51 8.40 4.85
H -1.77 5.20 1.48
C 3.03 -0.20 -0.59
C -3.92 -7.70 0.33
H -1.01 2.91 -0.42
C -7.92 -8.70 3.53
C 4.97 7.07 2.38
C -2.86 -3.60 1.35
H -2.84 3.97 0.84
H 1.54 -1.19 -2.82
C 7.10 1.38 -5.25
H 7.06 7.64 5.13
C -5.49 -8.73 3.54
H 6.62 1.08 -4.31
C 5.98 6.77 3.49
H -0.34 0.53 -1.10
C -3.22 -6.04 1.84
C -3.70 -10.23 0.96
C 1.85 -1.17 -0.67
H -3.85 -1.78 3.97
H -0.47 3.40 2.68
C -3.36 -5.00 -1.23
H 2.22 -2.20 -0.64
H -5.60 0.88 -2.36
H 4.41 1.14 -7.46
H -6.33 -2.32 -4.10
C -3.34 -0.90 0.84
C 7.09 9.07 3.54
H 6.44 9.49 2.76
H 2.66 0.82 -0.48
H -2.93 -0.66 -1.80
C -1.48 3.23 2.30
C -1.81 4.16 1.14
H -0.57 6.75 -0.51
C 8.16 3.38 -6.42
H 3.41 6.57 4.70
H 6.88 6.34 3.04
H -2.17 3.40 3.13
C 6.39 7.98 4.34
F -5.40 2.42 2.45
H 3.83 0.17 -5.24
C 7.36 2.88 -5.22
H 0.19 -1.79 -1.88
H -4.60 -0.49 -4.28
H -8.87 -9.24 3.35
H -6.67 -10.47 2.96
C -3.20 -3.21 2.67
C 2.86 6.78 3.78
H 1.92 7.26 4.06
H -1.56 2.18 2.00
H 3.96 -2.40 -2.15
H -3.15 -7.78 -0.49
H 7.62 3.22 -7.35
H -3.22 1.15 -1.83
H 3.84 8.65 3.33
H 4.98 2.61 -6.71
H 6.82 1.05 -7.36
C -4.61 -9.11 0.36
H 2.63 5.83 3.30
H 7.38 9.89 4.19
H 5.25 -1.86 -1.06
C -4.75 1.33 1.97
C -4.00 -6.76 4.19
C -0.90 3.95 -0.07
H 5.37 -1.56 -2.80
C -4.28 0.26 2.77
H -4.28 -10.72 1.78
H -4.56 -8.80 -1.62
C -6.63 -6.66 4.18
N -2.45 -5.25 -0.42
C -5.06 -0.07 -2.17
C -6.71 -9.42 3.30
H -4.64 -6.92 0.00
H 0.41 5.83 1.63
H 4.76 6.13 1.85
C -3.59 -4.28 3.57
C -5.01 -1.03 -3.40
H -6.63 -5.61 4.53
H 1.01 1.16 -2.07
O -6.35 -1.45 -3.69
H 8.06 0.85 -5.26
H 6.14 -0.20 -6.34
C -3.60 -5.66 3.19
H -3.27 -7.59 4.07
O -4.06 -4.52 -2.04
H 3.59 -0.42 0.32
H -1.27 4.57 -0.89
H 8.34 4.45 -6.33
C 0.51 6.73 -0.33
N -3.20 -1.88 3.19
H 0.98 3.51 0.88
C 6.27 0.88 -6.43



No. 4
14
Properties=species:S:1:pos:R:3 method="wB97M-V/def2-TZVPD" e_homo_ev=-9.86 orbital_gap_ev=10.68
C -1.15 0.54 -0.07
N -2.37 -1.00 -1.78
C 0.26 -0.07 -0.17
H 0.33 -0.50 2.03
C -1.97 -0.26 -0.98
H 1.55 -1.43 1.03
H -1.51 0.50 0.96
H -1.16 1.60 -0.34
C 0.88 -0.57 1.10
H -0.27 -1.13 -1.68
H 1.14 1.65 0.88
O 0.54 -0.68 -1.38
H 2.35 0.65 -0.04
C 1.38 0.70 0.44



| no. | energy (Ha) |
| --- | --- |
| 1 | -1715.6419 |
| 2 | -2817.3326 |
| 3 | -3321.8623 |
| 4 | -324.6644 |